a) {"formula": "C2H2OS2", "method": "ωB97M-V with the def2-TZVPD basis set", "symbols": ["C", "C", "H", "H", "O", "S", "S"], "xyz": [[-0.40, -0.86, -0.04], [0.84, -0.35, 0.61], [-0.97, 1.34, -0.11], [1.33, -1.21, 1.03], [-0.64, -2.04, -0.09], [-1.41, 0.43, -0.84], [1.55, 1.03, 0.61]], "nbo_charge": [0.374, -0.433, 0.116, 0.216, -0.488, 0.001, 0.214], "mol_weight_g_mol": 106.2, "lumo_ev": -1.7, "smiles": "O=C(S)C=S", "charge": 0, "homo_energy_ev": -9.54}



b) {"formula": "C2H2OS2", "method": "ωB97M-V with the def2-TZVPD basis set", "symbols": ["C", "C", "O", "S", "S", "H", "H"], "xyz": [[0.18, 0.10, 0.92], [-0.91, 0.14, 0.15], [-1.86, 0.77, 2.37], [0.07, 0.30, 2.64], [-2.42, 0.12, 1.06], [1.18, -0.06, 0.55], [-0.93, -0.02, -0.91]], "nbo_charge": [-0.437, -0.429, -0.769, 0.480, 0.660, 0.254, 0.241], "mol_weight_g_mol": 106.2, "lumo_ev": [-1.3, -1.3], "smiles": "C1=CSOS1", "charge": 0, "homo_energy_ev": [-7.80, -7.80]}



c) {"formula": "C2H2OS2", "method": "ωB97M-V with the def2-TZVPD basis set", "symbols": ["C", "C", "H", "H", "O", "S", "S"], "xyz": [[-0.57, 0.20, 0.10], [0.69, -0.67, 0.25], [0.63, 1.77, 0.16], [0.49, -1.70, 0.62], [-0.31, 1.48, 0.06], [-2.08, -0.39, -0.09], [2.11, -0.18, -0.12]], "nbo_charge": [0.159, -0.393, 0.503, 0.230, -0.646, -0.006, 0.153], "mol_weight_g_mol": 106.2, "lumo_ev": -1.6, "smiles": "OC(=S)C=S", "charge": 0, "homo_energy_ev": -9.12}



We find c) to be the most stable, with the next structure 1.7 kcal/mol higher.



a) {"formula": "H2O5P2", "method": "ωB97M-V with the def2-TZVPD basis set", "symbols": ["O", "O", "O", "O", "O", "P", "P", "H", "H"], "xyz": [[-5.77, 0.46, 0.64], [-5.64, -1.87, -0.44], [2.98, 1.31, -0.10], [2.82, -1.70, -0.83], [3.83, 3.29, 1.20], [2.65, 2.68, 0.52], [-5.51, -1.07, 0.85], [2.61, -0.78, -0.68], [2.04, -2.31, -1.16]], "nbo_charge": [-1.159, -1.162, -1.195, -0.995, -1.163, 1.363, 1.320, 0.528, 0.464], "mol_weight_g_mol": 144.0, "lumo_ev": 5.5, "charge": -2, "homo_energy_ev": -2.31}



b) {"formula": "H2O5P2", "method": "ωB97M-V with the def2-TZVPD basis set", "symbols": ["O", "O", "O", "O", "O", "P", "P", "H", "H"], "xyz": [[0.98, 1.36, -0.46], [2.11, -0.44, 1.04], [1.17, -1.14, -1.31], [-1.65, 0.87, -0.07], [-1.85, -1.28, 1.45], [-1.11, 0.04, 1.31], [0.94, -0.05, 0.20], [-1.05, 1.54, -0.28], [0.47, -0.91, -1.88]], "nbo_charge": [-1.253, -1.211, -1.065, -1.081, -1.206, 1.029, 1.847, 0.498, 0.442], "mol_weight_g_mol": 144.0, "lumo_ev": 7.1, "smiles": "O=P(O)=P([O-])([O-])O", "charge": -2, "homo_energy_ev": 1.15}



We find a) to be the most stable, with the next structure 38.7 kcal/mol higher.



a) {"formula": "C2H11NO4", "method": "ωB97M-V with the def2-TZVPD basis set", "symbols": ["O", "C", "C", "N", "H", "H", "H", "H", "H", "H", "H", "O", "H", "H", "O", "H", "H", "O"], "xyz": [[-0.24, 0.90, -0.19], [-0.61, 1.06, 0.94], [-0.07, 0.18, 2.06], [-0.37, -1.21, 1.80], [-1.51, 1.64, 1.16], [1.02, 0.22, 2.17], [-0.40, 0.57, 3.03], [0.35, -1.71, 1.33], [-1.31, -1.56, 1.98], [3.41, 0.17, -0.38], [1.96, -0.18, 0.28], [2.93, -0.27, 0.32], [-1.71, 0.37, -3.34], [-1.88, 1.15, -2.13], [-1.57, 1.26, -3.02], [0.23, -0.41, -2.59], [-0.13, -0.97, -1.24], [-0.09, -1.20, -2.19]], "nbo_charge": [-0.557, 0.445, -0.345, -0.867, 0.114, 0.231, 0.197, 0.394, 0.393, 0.486, 0.479, -0.969, 0.470, 0.467, -0.936, 0.475, 0.478, -0.956], "mol_weight_g_mol": 113.1, "lumo_ev": 0.2, "smiles": "NCC=O.O.O.O", "charge": 0, "homo_energy_ev": -9.66}



b) {"formula": "C2H11NO4", "method": "ωB97M-V with the def2-TZVPD basis set", "symbols": ["O", "C", "C", "N", "H", "H", "H", "H", "H", "H", "H", "O", "H", "H", "O", "H", "H", "O"], "xyz": [[0.01, -2.24, 0.86], [-0.55, -1.97, -0.16], [-1.47, -0.74, -0.20], [-0.77, 0.49, 0.10], [-0.54, -2.60, -1.06], [-2.40, -0.81, 0.35], [-1.78, -0.75, -1.26], [0.11, 0.30, 0.57], [-1.36, 1.04, 0.70], [0.49, 0.38, 3.03], [0.84, 0.11, 4.49], [1.05, -0.16, 3.59], [0.66, 0.13, -2.18], [1.09, 0.69, -3.48], [0.43, 0.09, -3.12], [1.83, 2.66, -0.99], [0.71, 1.63, -0.56], [1.66, 1.76, -0.68]], "nbo_charge": [-0.489, 0.422, -0.328, -0.862, 0.127, 0.211, 0.188, 0.377, 0.373, 0.461, 0.467, -0.927, 0.472, 0.469, -0.943, 0.475, 0.488, -0.980], "mol_weight_g_mol": 113.1, "lumo_ev": 0.4, "smiles": "NCC=O.O.O.O", "charge": 0, "homo_energy_ev": -10.02}



c) {"formula": "C2H11NO4", "method": "ωB97M-V with the def2-TZVPD basis set", "symbols": ["O", "C", "C", "N", "H", "H", "H", "H", "H", "H", "H", "O", "H", "H", "O", "H", "H", "O"], "xyz": [[-1.12, 1.26, 1.09], [-0.36, 2.20, 0.97], [0.70, 2.29, -0.10], [1.89, 1.40, 0.17], [-0.48, 3.21, 1.55], [0.99, 3.30, -0.35], [0.19, 1.93, -1.02], [1.93, 1.62, 1.18], [1.56, 0.40, 0.04], [0.96, -1.51, -1.35], [0.04, -2.67, -0.94], [0.12, -1.73, -0.80], [0.35, -4.63, 1.58], [-0.50, -3.54, 2.29], [-0.56, -4.45, 1.92], [-2.60, 0.06, -2.03], [-1.18, 0.21, -1.90], [-1.93, 0.65, -2.31]], "nbo_charge": [-0.503, 0.419, -0.347, -0.799, 0.098, 0.202, 0.216, 0.346, 0.365, 0.470, 0.478, -0.946, 0.466, 0.475, -0.941, 0.466, 0.471, -0.936], "mol_weight_g_mol": 113.1, "lumo_ev": 0.2, "smiles": "NCC=O.O.O.O", "charge": 0, "homo_energy_ev": -9.65}



d) {"formula": "C2H11NO4", "method": "ωB97M-V with the def2-TZVPD basis set", "symbols": ["C", "C", "N", "O", "H", "H", "H", "H", "H", "H", "H", "O", "H", "H", "O", "H", "H", "O"], "xyz": [[1.96, -1.21, -0.67], [1.31, 0.09, -0.13], [0.09, -0.15, 0.45], [1.90, 1.16, 0.07], [1.91, -1.32, -1.78], [1.44, -2.13, -0.39], [3.00, -1.25, -0.39], [-0.03, -1.03, 1.01], [0.00, 0.59, 1.17], [-2.99, -0.79, -0.56], [-2.49, -0.39, 0.91], [-2.58, -1.17, 0.24], [-0.36, 1.91, 3.66], [-1.26, 0.91, 3.06], [-0.31, 1.24, 3.02], [0.17, 1.72, -3.11], [-1.06, 0.74, -3.72], [-0.68, 1.07, -2.84]], "nbo_charge": [-0.723, 0.689, -0.840, -0.617, 0.237, 0.218, 0.234, 0.385, 0.404, 0.478, 0.465, -0.941, 0.476, 0.463, -0.929, 0.483, 0.471, -0.953], "mol_weight_g_mol": 113.1, "lumo_ev": 0.3, "smiles": "CC(N)=O.O.O.O", "charge": 0, "homo_energy_ev": -9.25}



We find d) to be the most stable, with the next structure 3.0 kcal/mol higher.